17 unconnected molecules or ions with the total composition C40H124N10O17 at a distorted geometry, computed with ωB97M-V with the def2-TZVPD basis set.

## Properties
ΔE to the lowest compared entry with this formula, charge and spin ... 41.61 kcal/mol
Orbital gap ... 9.2 eV
LUMO energy ... 0.02250 Eh

Each line ends with the Mulliken charge.
Positions of all 191 atoms, in Å:
O1 2.4806 -0.2668 -2.5857  -0.459
H1 1.6611 0.0063 -3.0413  0.275
H2 2.3455 0.0478 -1.7180  -0.028
O2 -0.1126 0.6760 -3.2813  -0.611
H3 -0.7063 0.0635 -3.7183  0.135
H4 -0.6540 1.4951 -3.2862  0.207
O3 6.2127 2.0327 3.2168  -0.575
H5 6.5834 1.3938 3.8200  0.246
H6 6.6149 1.9860 2.3269  0.298
O4 4.0294 0.1576 2.3349  -0.916
H7 4.6126 0.9290 2.3712  0.275
H8 3.3709 0.4202 1.6972  -0.008
O5 -0.7344 2.1114 2.9256  -0.621
H9 -1.4279 1.6014 3.4088  0.447
H10 0.0537 1.7575 3.3414  0.141
O6 1.7941 1.2271 3.9000  -0.640
H11 2.4884 0.5546 3.7641  0.356
H12 2.2288 2.1005 3.7959  0.433
O7 6.3512 1.8956 0.5148  -0.755
H13 6.7373 2.3595 -0.2516  0.234
H14 6.1431 1.0573 0.1511  0.494
C1 -3.5673 -0.2843 -2.4364  -0.477
C2 -3.4599 -0.5030 -3.8894  1.289
C3 -3.4424 0.8506 -4.5943  -0.224
O8 -4.6599 1.5656 -4.5609  -0.400
C4 -5.6032 1.1087 -5.5423  -0.806
N1 -2.3946 -1.3672 -4.2717  -0.442
H15 -4.5290 0.1551 -2.1839  0.571
H16 -2.7412 0.4032 -2.1239  -0.697
H17 -3.5521 -1.2533 -1.8495  0.168
H18 -4.4711 -0.8712 -4.1730  -0.119
H19 -3.0501 0.7354 -5.5913  0.568
H20 -2.7974 1.6279 -4.0553  -0.669
H21 -6.1012 1.9934 -5.9867  0.256
H22 -6.3979 0.4615 -5.0752  0.224
H23 -5.1188 0.5348 -6.2874  0.410
H24 -2.3670 -2.2158 -3.6663  -0.204
H25 -2.5931 -1.7550 -5.1900  0.388
C5 -2.6403 -1.9641 3.7927  -0.994
C6 -2.4379 -1.1264 5.0508  0.322
C7 -1.1324 -1.4216 5.8331  -0.445
O9 -1.2656 -2.5823 6.5979  -0.374
C8 -0.1147 -3.1134 7.1996  -0.690
N2 -2.3969 0.3017 4.6837  -0.467
H26 -1.8065 -1.9647 3.0755  -0.156
H27 -3.6080 -1.7717 3.3877  0.328
H28 -2.5669 -2.9297 4.1962  0.491
H29 -3.2673 -1.3442 5.7138  0.256
H30 -0.9009 -0.5347 6.4705  0.325
H31 -0.2394 -1.5533 5.1146  0.094
H32 0.4709 -3.8085 6.5101  0.203
H33 -0.4375 -3.6521 8.0628  0.293
H34 0.5127 -2.2288 7.6717  0.288
H35 -3.2480 0.5604 4.2079  0.305
H36 -2.4298 0.7713 5.5910  0.227
C9 5.6536 2.2301 -3.1486  -1.392
C10 6.0543 3.6242 -2.6506  0.477
C11 5.0975 4.3961 -1.7609  0.584
O10 5.6013 5.6792 -1.4204  -0.505
C12 4.9446 6.2324 -0.3388  -0.567
N3 7.3073 3.5256 -1.8615  -0.644
H37 4.7144 2.2332 -3.7040  0.376
H38 5.5524 1.4145 -2.3596  0.197
H39 6.4645 1.9295 -3.7861  0.479
H40 6.1553 4.2437 -3.5628  0.244
H41 4.8751 3.8334 -0.8791  -0.265
H42 4.1473 4.6436 -2.2660  0.037
H43 5.2207 5.7045 0.5633  0.288
H44 3.8997 6.2904 -0.5126  0.087
H45 5.2992 7.2464 -0.1629  0.374
H46 8.0418 2.9674 -2.3069  0.196
H47 7.5732 4.4519 -1.6263  0.226
C13 4.3351 -3.0472 0.2489  -0.940
C14 5.3788 -2.1764 -0.4459  -0.100
C15 5.2149 -2.4278 -1.9743  -0.152
O11 5.6906 -3.7561 -2.1414  -0.343
C16 5.3357 -4.2340 -3.4224  -0.714
N4 5.1490 -0.7335 -0.2094  -0.180
H48 4.3874 -4.1353 0.1374  0.448
H49 3.3818 -2.8408 -0.2525  -0.123
H50 4.2046 -2.8065 1.2875  0.469
H51 6.4056 -2.5360 -0.1729  0.340
H52 5.8483 -1.5918 -2.4116  0.302
H53 4.1141 -2.3008 -2.3466  0.097
H54 5.5836 -5.2652 -3.4612  0.291
H55 5.9060 -3.6812 -4.2201  0.290
H56 4.2991 -4.0531 -3.6673  0.275
H57 4.9948 -0.6699 0.7966  0.391
H58 4.3707 -0.4597 -0.7709  -0.350
C17 -1.1221 -0.6190 0.4896  -1.000
C18 0.3911 -0.6808 0.5500  1.542
C19 0.9011 0.7810 0.3907  -1.214
O12 2.3334 0.7871 0.2793  2.818
C20 2.7361 2.1818 0.2274  -0.642
N5 0.8421 -1.2851 1.7586  -0.022
H59 -1.5516 -1.6114 0.5604  0.340
H60 -1.4259 -0.2352 -0.4798  -0.324
H61 -1.5179 0.1294 1.2221  0.048
H62 0.8425 -1.2330 -0.2544  -0.087
H63 0.5556 1.2076 1.3321  -0.310
H64 0.5044 1.3171 -0.4680  -0.117
H65 2.6953 2.5997 1.2212  0.056
H66 2.1837 2.8013 -0.4541  0.212
H67 3.7799 2.1437 -0.1203  -0.164
H68 1.7758 -1.6648 1.7290  0.289
H69 0.7066 -0.7868 2.6386  -0.184
C21 1.2370 4.8314 -2.8376  -1.286
C22 0.4288 4.1414 -3.9362  0.624
C23 -1.0820 4.0510 -3.5206  -0.905
O13 -1.2504 3.1144 -2.4497  0.094
C24 -2.5190 3.2672 -1.9252  -1.033
N6 0.6450 4.7936 -5.1637  -0.562
H70 1.0156 5.9239 -2.9845  0.432
H71 2.3226 4.6063 -3.0898  0.027
H72 0.8358 4.6734 -1.7886  0.215
H73 0.7268 3.0953 -4.0329  0.170
H74 -1.6353 3.6961 -4.4321  0.209
H75 -1.3860 5.0529 -3.2240  0.563
H76 -2.6187 4.2421 -1.4025  0.333
H77 -2.7036 2.4792 -1.1991  0.089
H78 -3.2622 3.1960 -2.7174  0.522
H79 1.3234 4.3846 -5.8052  0.236
H80 0.6697 5.8070 -5.1184  0.231
C25 -0.9452 -4.9800 2.5487  -1.107
C26 -0.6776 -5.7758 1.2207  1.025
C27 0.5997 -5.2282 0.5054  0.207
O14 0.6410 -5.7519 -0.7939  -0.341
C28 1.6989 -5.3880 -1.5927  -0.941
N7 -0.6227 -7.2379 1.4034  -0.711
H81 -1.8560 -5.2299 3.1210  0.352
H82 -0.6604 -3.9451 2.3942  0.040
H83 -0.2122 -5.2894 3.3469  0.360
H84 -1.6246 -5.5268 0.6568  -0.355
H85 1.5184 -5.5895 0.9250  0.427
H86 0.5981 -4.1449 0.3977  -0.373
H87 2.5197 -6.0297 -1.3660  0.422
H88 2.0215 -4.3453 -1.5166  0.219
H89 1.4771 -5.5013 -2.6306  0.426
H90 -0.3906 -7.7781 0.5240  0.288
H91 0.1557 -7.4767 2.0446  0.318
C29 1.8537 7.5622 3.4992  -1.637
C30 2.4056 6.1802 3.0442  1.056
C31 1.8599 5.0191 3.8750  -1.324
O15 2.5348 3.8276 3.5701  -0.444
C32 3.9510 3.8936 3.8191  -0.624
N8 1.9672 5.9229 1.6887  -0.494
H92 2.0039 7.7351 4.5569  0.397
H93 0.7713 7.6291 3.3550  0.354
H94 2.4041 8.3085 2.9565  0.414
H95 3.5030 6.2212 3.2141  0.137
H96 0.8092 4.8334 3.7331  0.425
H97 2.0118 5.2877 4.9321  0.364
H98 4.2406 2.8743 3.9546  0.289
H99 4.2049 4.5389 4.6723  0.408
H100 4.4793 4.1987 2.9328  0.019
H101 1.8669 4.9509 1.4168  0.111
H102 2.4112 6.4345 0.9533  0.254
C33 -6.7770 -0.3739 4.1246  -1.176
C34 -8.0831 -0.3999 3.3764  0.354
C35 -8.1896 -1.4233 2.2166  -0.702
O16 -7.0212 -1.1438 1.4582  -0.228
C36 -6.8390 -2.1933 0.4410  -0.555
N9 -9.3006 -0.5988 4.2612  -0.778
H103 -5.9176 -0.5613 3.4402  0.204
H104 -6.7764 -1.1524 4.8765  0.304
H105 -6.5828 0.5014 4.7506  0.357
H106 -8.3348 0.5425 2.8737  0.236
H107 -9.0822 -1.3579 1.5811  0.405
H108 -8.1344 -2.4129 2.7556  0.313
H109 -6.0498 -1.8591 -0.2415  0.054
H110 -7.8486 -2.3350 0.0356  0.342
H111 -6.5671 -3.1710 0.8864  0.290
H112 -9.2900 0.0185 5.0769  0.286
H113 -9.0827 -1.4932 4.7986  0.287
C37 -5.9315 -3.7058 -3.4857  -1.043
C38 -4.9055 -4.5786 -4.1679  0.790
C39 -3.8448 -5.1148 -3.1818  -0.991
O17 -3.0866 -3.9964 -2.7069  -0.133
C40 -1.9785 -4.2313 -1.8623  -0.630
N10 -5.4523 -5.6962 -4.9243  -0.699
H114 -6.9225 -3.4916 -4.0829  0.286
H115 -5.5672 -2.7155 -3.2412  0.037
H116 -6.2628 -4.2104 -2.5729  0.399
H117 -4.2568 -3.9777 -4.8180  0.013
H118 -3.2192 -5.7986 -3.7592  0.345
H119 -4.3902 -5.5408 -2.3761  0.338
H120 -1.4381 -3.2245 -1.7526  -0.119
H121 -1.2422 -4.8920 -2.2979  0.437
H122 -2.4212 -4.6334 -0.9619  0.324
H123 -6.2341 -6.0555 -4.4424  0.273
H124 -4.7861 -6.4720 -4.9934  0.261